(1)
Density functional theory data (the ωB97M-V functional and the def2-TZVPD basis) for a structure of composition C27H20N6O3S3SeV at a distorted geometry.

HOMO-LUMO gap (spin up / spin down), eV: 6.3 / 6.3
Lowest unoccupied orbital energy (spin up / spin down), Ha: -0.19325 / -0.19259
HOMO energy (spin up / spin down), eV: -11.55 / -11.56
Total charge: +1

```
61
C27H20N6O3S3SeV | the OMol25 dataset | the ωB97M-V functional and the def2-TZVPD basis
V 0.8608 -0.0911 0.4483
S 1.3915 -0.2324 2.6271
C 3.0179 -0.7447 2.2228
S 3.1197 -0.6822 0.4941
C 3.9673 -1.0801 3.1031
C 5.2590 -1.4865 2.6275
N 6.2779 -1.8239 2.2185
C 3.6987 -1.0334 4.5149
N 3.4821 -1.0019 5.6411
Se 1.8810 5.2654 -4.8276
N 1.8635 3.5035 -4.9443
C 1.8063 3.0801 -3.7099
C 1.7262 1.6574 -3.3701
C 1.8073 0.5906 -4.2858
C 1.7265 -0.7184 -3.8310
C 1.4858 -0.9231 -2.4775
N 1.4134 0.0810 -1.6102
C 1.5723 1.3597 -2.0377
C 1.6384 2.3785 -0.9811
N 1.6208 1.9346 0.2869
C 1.7768 2.7908 1.3089
C 1.9572 4.1460 1.1178
C 1.9023 4.6087 -0.1852
C 1.7644 3.7157 -1.2669
C 1.7912 4.0885 -2.6749
N 1.7920 5.3287 -3.0630
H 1.9606 0.7917 -5.3359
H 1.7758 -1.5461 -4.5207
H 1.3562 -1.9038 -2.0297
H 1.7765 2.3462 2.2888
H 2.0980 4.8178 1.9605
H 1.9930 5.6651 -0.3862
O -7.4792 -0.3831 1.3016
C -6.5873 -0.4978 0.3133
O -6.9076 -0.7838 -0.8043
C -5.1434 -0.2130 0.6403
C -4.7282 0.4446 1.7934
C -3.3885 0.7678 1.9786
C -2.4671 0.4461 0.9819
S -0.8604 1.1805 1.1126
C -2.8856 -0.1924 -0.1834
C -4.2298 -0.5308 -0.3586
H -7.1046 -0.3053 2.1832
H -5.4366 0.7626 2.5491
H -3.0854 1.3366 2.8545
H -2.1577 -0.3633 -0.9674
H -4.6029 -0.9886 -1.2674
C -0.9230 -3.5681 -0.7135
C -0.2576 -3.0323 0.5652
C 1.0906 -3.6938 0.8989
C -1.2169 -2.8827 1.7591
O 0.1017 -1.5521 0.1445
H -1.3893 -4.5553 -0.6704
H -0.1774 -3.5477 -1.5102
H -1.6610 -2.8154 -0.9836
H 1.0090 -4.7535 1.1025
H 1.5521 -3.1960 1.7501
H 1.7529 -3.5427 0.0542
H -1.4890 -3.8104 2.2500
H -2.1329 -2.3875 1.4140
H -0.7551 -2.2246 2.4897
```

---

(2)
Density functional theory data (the ωB97M-V functional and the def2-TZVPD basis) for a cluster of 7 separate species, C32H72O21 in total at a distorted geometry.

HOMO-LUMO gap, eV: 5.7
Lowest unoccupied orbital energy, Ha: 0.14925
HOMO energy, eV: -1.65
Total charge: -2
Energy above the lowest of the compared OMol25 structures with the same formula, charge and spin, kJ/mol: 0.0

```
125
C32H72O21 | the OMol25 dataset | the ωB97M-V functional and the def2-TZVPD basis
O 13.4931 -6.4502 -0.7199
C 14.8510 -6.4630 -0.4375
O 15.5932 -5.6942 -1.1044
O 15.2740 -7.3800 0.3471
H 13.6149 -5.7760 -1.4238
O 12.9352 -2.1295 -1.8043
C 12.2479 -3.2121 -1.2604
O 12.1559 -4.2141 -2.0224
O 11.7564 -3.1023 -0.1199
H 12.9840 -2.4831 -2.7090
C 17.2971 -3.2588 -2.8633
O 18.5326 -3.7360 -2.3532
C 19.6173 -3.3032 -3.1011
C 20.8706 -3.9740 -2.5439
O 20.8829 -3.7160 -1.1430
C 22.1489 -3.7726 -0.5590
C 22.5361 -5.2043 -0.2068
O 21.5414 -5.8096 0.5692
C 21.8109 -7.0965 1.0252
H 17.3004 -2.1701 -2.9178
H 16.4693 -3.7295 -2.3371
H 17.1874 -3.6828 -3.8740
H 19.7122 -2.2064 -3.1167
H 19.4690 -3.6193 -4.1484
H 21.7744 -3.6151 -3.0458
H 20.7776 -5.0541 -2.6809
H 22.0764 -3.2342 0.3920
H 22.9454 -3.3015 -1.1474
H 23.5644 -5.3286 0.1605
H 22.5473 -5.7897 -1.1457
H 22.5124 -7.1071 1.8679
H 22.1325 -7.7347 0.1903
H 20.8872 -7.5511 1.3859
C 15.6313 -4.6200 3.1681
O 15.9574 -4.0764 1.9074
C 15.2606 -2.9055 1.6276
C 15.7270 -2.4260 0.2544
O 17.1476 -2.3820 0.1406
C 17.7081 -1.2568 0.7373
C 19.1939 -1.4775 0.8851
O 19.4651 -2.6353 1.6911
C 19.5801 -2.2898 3.0396
H 16.2119 -5.5257 3.3272
H 14.5576 -4.7675 3.2909
H 16.0535 -3.8988 3.8922
H 15.4526 -2.1537 2.4192
H 14.1662 -2.9986 1.6150
H 15.3330 -1.4449 -0.0321
H 15.3016 -3.1200 -0.4696
H 17.2460 -1.0186 1.7028
H 17.6218 -0.3480 0.1147
H 19.6152 -0.6181 1.4192
H 19.6336 -1.6225 -0.1005
H 20.4608 -1.6561 3.2309
H 19.8000 -3.1953 3.6099
H 18.6817 -1.8255 3.4579
C 8.5179 -9.3457 -1.1504
O 9.7351 -8.9952 -0.5666
C 10.0977 -9.9844 0.3886
C 11.4008 -9.5332 1.0154
O 11.2602 -8.3187 1.6419
C 12.4649 -7.8344 2.2616
C 12.0711 -6.5845 3.0058
O 11.7928 -5.5624 2.0909
C 11.7590 -4.2720 2.6091
H 8.2435 -8.6062 -1.9027
H 7.6981 -9.4108 -0.4195
H 8.5891 -10.3231 -1.6565
H 10.1869 -10.9408 -0.1425
H 9.2992 -10.0625 1.1392
H 12.1319 -9.4853 0.1926
H 11.8496 -10.3527 1.6092
H 13.1689 -7.6681 1.4355
H 12.8927 -8.6152 2.9027
H 12.8573 -6.3503 3.7379
H 11.1432 -6.7564 3.5702
H 11.5011 -3.5931 1.7990
H 12.7270 -3.9873 3.0476
H 11.0492 -4.1289 3.4410
C 8.1587 -3.5770 0.3846
O 8.6336 -4.1501 -0.8017
C 7.6285 -4.4592 -1.7127
C 8.2613 -4.9383 -3.0157
O 9.0157 -6.0811 -2.7840
C 9.8714 -6.3809 -3.8698
C 10.6537 -7.6447 -3.6025
O 11.3752 -7.5664 -2.4016
C 12.2522 -8.6531 -2.3086
H 7.8746 -2.5328 0.1862
H 8.9753 -3.5827 1.1053
H 7.3078 -4.1366 0.7977
H 6.8720 -3.7020 -1.9540
H 7.0687 -5.3329 -1.3439
H 8.8680 -4.1053 -3.3942
H 7.4507 -5.0783 -3.7452
H 10.5822 -5.5396 -3.8617
H 9.3347 -6.4149 -4.8278
H 11.2481 -7.9707 -4.4639
H 9.9504 -8.4971 -3.5406
H 12.7752 -8.7095 -1.3540
H 13.0950 -8.6092 -3.0076
H 11.7354 -9.6258 -2.3100
C 11.5239 -6.9568 -7.5922
O 12.5458 -7.6412 -8.2501
C 13.4744 -8.3630 -7.4663
C 14.2457 -7.5625 -6.4324
O 13.4302 -7.0916 -5.3822
C 14.0844 -6.2262 -4.4437
C 14.1488 -4.7955 -4.8786
O 15.0638 -4.5704 -5.9379
C 14.9188 -3.2671 -6.4607
H 11.9043 -6.1979 -6.8994
H 10.8622 -7.6259 -7.0272
H 10.9318 -6.3642 -8.2944
H 14.1618 -8.7501 -8.2217
H 12.9609 -9.2332 -7.0298
H 14.6543 -6.6876 -6.9523
H 15.0743 -8.1497 -6.0190
H 15.1092 -6.5709 -4.2675
H 13.4668 -6.3133 -3.5517
H 14.3495 -4.1339 -4.0278
H 13.1202 -4.5191 -5.1631
H 15.3449 -2.5538 -5.7506
H 13.8785 -3.0570 -6.7193
H 15.4994 -3.1936 -7.3819
```

---

(3)
Density functional theory data (the ωB97M-V functional and the def2-TZVPD basis) for a structure of composition C5H11NO2 at a distorted geometry.

HOMO-LUMO gap, eV: 4.0
Lowest unoccupied orbital energy, Ha: -0.15258
HOMO energy, eV: -8.19
Total charge: 0
Energy above the lowest of the compared OMol25 structures with the same formula, charge and spin, kJ/mol: 966.6

```
19
C5H11NO2 | the OMol25 dataset | the ωB97M-V functional and the def2-TZVPD basis
O 1.9815 1.4424 1.6672
C 1.9821 0.1943 1.7259
N 1.2245 -0.1347 -1.8296
C -0.0083 -0.5343 -1.7856
C -0.7615 -0.3473 -0.4795
C -0.7908 1.0784 0.0872
O -2.5413 0.1794 -1.9049
C 1.2321 -0.8325 2.3285
H 1.5917 -0.4048 -0.9063
H -0.5008 -0.9053 -2.6684
H -3.2577 -0.2108 -2.4231
H -1.9337 -0.1914 -0.8656
H -0.4236 -1.0244 0.3487
H -1.2455 1.8019 -0.5993
H -1.4953 1.1562 0.9647
H 0.2527 1.3224 0.2729
H 2.8793 -0.1106 1.1379
H 1.4434 -1.8445 1.9793
H 0.3712 -0.6343 2.9500
```

---

(4)
Density functional theory data (the ωB97M-V functional and the def2-TZVPD basis) for a cluster of 7 separate species, C42H47N2O12 in total at a distorted geometry.

HOMO-LUMO gap, eV: 7.6
Lowest unoccupied orbital energy, Ha: -0.07841
HOMO energy, eV: -9.70
Total charge: +1
Energy above the lowest of the compared OMol25 structures with the same formula, charge and spin, kJ/mol: 131.0

```
103
C42H47N2O12 | the OMol25 dataset | the ωB97M-V functional and the def2-TZVPD basis
C 0.3474 -2.8002 0.7193
C 0.3414 -2.3832 -0.6967
N 0.5924 -0.9312 -0.8587
C 1.7074 -0.3432 -1.3607
C 1.4754 1.0298 -1.5617
N 0.1384 1.2338 -1.1737
C -0.3166 0.0238 -0.7507
C -0.5546 2.5218 -1.0407
H -0.3326 -2.3312 1.4073
H 1.3414 -2.7532 1.0343
H 0.0444 -4.0042 0.6833
H -0.6826 -2.6482 -1.1697
H 1.1804 -2.6962 -1.2597
H 2.6584 -0.8722 -1.5747
H 2.1554 1.9028 -1.7217
H -1.3376 -0.0672 -0.4107
H 0.0704 3.2718 -1.5127
H -0.5396 2.4498 0.0293
H -1.5876 2.5328 -1.2327
C -4.4456 1.4188 -5.1547
C -4.0856 1.5948 -6.5997
C -2.9306 2.5108 -6.8807
C -2.1926 3.1558 -5.9067
C -2.6066 2.8008 -4.5107
C -3.6756 1.9928 -4.1337
O -3.9746 1.7968 -2.8317
O -2.4756 2.5388 -8.2057
H -5.3136 0.6438 -5.0977
H -4.6886 1.1788 -7.3757
H -1.4446 3.8448 -6.1127
H -2.0456 3.2578 -3.7477
H -4.9096 1.9198 -2.7937
H -3.2506 2.6158 -8.7957
C -0.6046 -7.0112 0.2813
C -1.2506 -7.3362 1.6393
C -2.4976 -6.5462 1.9793
C -2.8536 -5.4782 0.9983
C -2.1916 -5.2402 -0.1827
C -0.9436 -6.0192 -0.5497
O -0.3496 -5.6762 -1.7147
O -3.1156 -6.8342 3.1113
H 0.3594 -7.6782 0.1883
H -0.9076 -8.1512 2.3083
H -3.4136 -4.7762 1.1663
H -2.5586 -4.5462 -0.9027
H 0.4344 -6.2882 -1.8947
H -2.6636 -7.5302 3.7473
C 0.8764 -4.1912 4.0183
C 2.0174 -4.7752 3.2693
C 3.0544 -4.0202 3.1033
C 3.0174 -2.5982 3.3803
C 1.9304 -2.0462 3.9783
C 0.8244 -2.8652 4.3853
O -0.1126 -2.2992 5.2333
O 4.1524 -4.6422 2.5473
H -0.0246 -4.7962 4.2053
H 1.9764 -5.8292 2.9373
H 3.9514 -2.0862 3.2683
H 1.9924 -0.9772 4.1563
H -0.0106 -1.4752 5.6433
H 4.7564 -3.9172 2.0883
C 2.8364 2.1658 4.5723
C 4.1174 1.4998 4.3553
C 4.2974 0.8398 3.1373
C 3.4054 0.9468 2.0623
C 2.1134 1.6008 2.3253
C 1.8804 2.2208 3.5243
O 0.7274 2.8848 3.8013
O 5.4884 0.2428 2.8413
H 2.9274 2.5048 5.6203
H 4.7924 1.5528 4.9493
H 3.4214 0.4548 1.1943
H 1.1864 1.6778 1.6983
H 0.4684 3.2428 4.5883
H 5.5374 -0.4372 2.3373
C 3.0854 7.0138 -2.5297
C 2.6404 7.9248 -3.6787
C 1.8084 7.3248 -4.6007
C 1.6554 5.9738 -4.6107
C 2.1524 5.1088 -3.6237
C 2.8814 5.6378 -2.4857
O 3.4594 4.8328 -1.5567
O 1.1824 8.1108 -5.6327
H 3.6834 7.4678 -1.6287
H 2.6824 8.9948 -3.5217
H 1.0554 5.5248 -5.2597
H 2.1294 4.0748 -3.7547
H 4.3244 5.0188 -1.4357
H 1.2334 9.0028 -5.5127
C -3.7436 -1.4232 1.8003
C -4.0356 -0.0442 1.1423
C -3.3446 1.0768 1.5293
C -2.4996 0.9748 2.7313
C -2.1966 -0.2432 3.2813
C -2.6966 -1.4702 2.7663
O -2.2416 -2.6742 3.2293
O -3.6246 2.2808 0.8643
H -4.1726 -2.2972 1.2703
H -5.0156 -0.0332 0.4143
H -2.0126 1.6988 3.0033
H -1.4306 -0.3752 4.0243
H -1.5676 -2.6472 3.8393
H -3.1026 2.9908 1.1353
```

---

(5)
Density functional theory data (the ωB97M-V functional and the def2-TZVPD basis) for a cluster of 3 separate species, C4H14NO2 in total at a distorted geometry.

HOMO-LUMO gap (spin up / spin down), eV: 7.9 / 3.9
Lowest unoccupied orbital energy (spin up / spin down), Ha: -0.35150 / -0.49921
Spin multiplicity: 2
Expectation value of S²: 0.7567
HOMO energy (spin up / spin down), eV: -17.46 / -17.44
Total charge: +2
Energy above the lowest of the compared OMol25 structures with the same formula, charge and spin, kJ/mol: 83.7

```
21
C4H14NO2 | the OMol25 dataset | the ωB97M-V functional and the def2-TZVPD basis
C 0.8379 2.0131 0.7024
C 1.3885 1.4256 -0.6565
C 1.1237 -0.0143 -0.6233
C 0.7833 -0.7115 -1.7584
N 0.3755 -2.1210 -1.5947
H -0.2461 1.9435 0.7014
H 1.2687 1.4295 1.5151
H 1.1527 3.0526 0.7708
H 1.0196 1.9199 -1.5551
H 2.5023 1.5315 -0.6483
H 1.4320 -0.5080 0.2974
H 0.6548 -0.3414 -2.7703
H 1.1749 -2.7308 -1.3353
H -0.0898 -2.5902 -2.3817
H -0.2679 -2.1667 -0.7561
H -1.7096 -0.9557 0.6249
H -1.8180 -2.4885 0.8222
O -1.1764 -1.7716 0.6990
H -2.4740 0.5916 3.1871
H -3.1173 1.7039 2.4467
O -2.8147 0.7885 2.3126
```

---

(6)
Density functional theory data (the ωB97M-V functional and the def2-TZVPD basis) for a structure of composition C2H2Br4S at a distorted geometry.

HOMO-LUMO gap (spin up / spin down), eV: 7.9 / 6.3
Lowest unoccupied orbital energy (spin up / spin down), Ha: -0.05563 / -0.09533
HOMO energy (spin up / spin down), eV: -9.41 / -8.94
Total charge: 0
Energy above the lowest of the compared OMol25 structures with the same formula, charge and spin, kJ/mol: 230.4

```
9
C2H2Br4S | the OMol25 dataset | the ωB97M-V functional and the def2-TZVPD basis
C 1.5373 0.2113 0.3361
C -1.9093 -0.0687 -0.2166
S 0.4945 1.3890 -0.3351
Br 1.7049 -1.4945 -0.9923
Br 3.3636 0.9320 0.3681
Br -1.7347 -1.2628 1.1563
Br -3.5031 0.8175 -0.5887
H 1.3600 -0.3110 1.3103
H -1.3132 -0.2127 -1.0381
```